1.
Formula: H4O2
Source: the OMol25 dataset
Level of theory: ωB97M-V/def2-TZVPD

Last column: Löwdin charge in e.
Atoms and positions in Å:
1 H -9.857 6.843 1.947  0.0527
2 H -8.297 3.309 1.842  0.0464
3 H -8.354 4.807 1.421  0.0145
4 O -7.728 4.060 1.559  -0.0892
5 H -9.070 7.838 1.045  0.0565
6 O -9.546 6.977 1.023  -0.0809

## Properties
Total energy, eV: -4159.791
Frontier orbital gap, Eh: 0.4392
HOMO energy, Ha: -0.4140
Multiplicity: 1
M, g/mol: 36.0

2.
Formula: H4O2
Source: the OMol25 dataset
Level of theory: ωB97M-V/def2-TZVPD

Last column: Löwdin charge in e.
Atoms and positions in Å:
1 H -0.330 1.253 0.178  0.0453
2 H -0.015 1.932 -1.194  0.0509
3 H 0.514 -0.842 0.840  0.0207
4 O -0.733 1.467 -0.709  -0.0915
5 H -0.133 -2.061 0.317  -0.0006
6 O 0.696 -1.749 0.568  -0.0249

## Properties
Total energy, eV: -4159.602
Frontier orbital gap, Eh: 0.4495
HOMO energy, Ha: -0.4297
Multiplicity: 1
M, g/mol: 36.0

3.
Formula: H4O2
Source: the OMol25 dataset
Level of theory: ωB97M-V/def2-TZVPD

Last column: Löwdin charge in e.
Atoms and positions in Å:
1 O 1.535 -0.130 0.194  -0.0916
2 O -1.473 -0.162 -0.026  -0.0438
3 H -1.166 0.749 -0.021  0.0347
4 H 1.108 -0.735 -0.474  0.0563
5 H 2.078 0.458 -0.355  0.0325
6 H -2.083 -0.180 0.683  0.0119

## Properties
Total energy, eV: -4159.735
Frontier orbital gap, Eh: 0.4473
HOMO energy, Ha: -0.4121
Multiplicity: 1
M, g/mol: 36.0

4.
Formula: H4O2
Source: the OMol25 dataset
Level of theory: ωB97M-V/def2-TZVPD

Last column: Löwdin charge in e.
Atoms and positions in Å:
1 O 1.099 -0.235 -0.175  -0.0788
2 H -1.210 0.659 0.114  0.0286
3 H 0.967 0.724 -0.322  0.0583
4 H -0.834 -0.707 -0.189  0.0103
5 O -1.666 -0.193 -0.083  -0.0987
6 H 1.643 -0.247 0.655  0.0802

## Properties
Total energy, eV: -4159.674
Frontier orbital gap, Eh: 0.4232
HOMO energy, Ha: -0.4065
Multiplicity: 1
M, g/mol: 36.0

5.
Formula: H4O2
Source: the OMol25 dataset
Level of theory: ωB97M-V/def2-TZVPD

Last column: Löwdin charge in e.
Atoms and positions in Å:
1 O 1.267 -1.313 -1.260  -0.0591
2 H -0.163 1.021 1.252  0.0315
3 O -0.986 1.237 0.797  -0.0625
4 H 0.599 -1.923 -1.594  0.0358
5 H 0.788 -0.751 -0.640  0.0181
6 H -1.505 1.729 1.444  0.0361

## Properties
Total energy, eV: -4159.760
Frontier orbital gap, Eh: 0.4473
HOMO energy, Ha: -0.4221
Multiplicity: 1
M, g/mol: 36.0

6.
Formula: H4O2
Source: the OMol25 dataset
Level of theory: ωB97M-V/def2-TZVPD

Last column: Löwdin charge in e.
Atoms and positions in Å:
1 H 0.015 -1.637 -0.288  0.1003
2 H 0.438 0.623 0.265  -0.0269
3 O 0.353 1.250 1.016  -0.1292
4 O -0.130 -0.708 -0.635  -0.0729
5 H -0.629 1.212 1.246  0.0605
6 H -0.048 -0.739 -1.604  0.0683

## Properties
Total energy, eV: -4159.712
Frontier orbital gap, Eh: 0.4048
HOMO energy, Ha: -0.3862
Multiplicity: 1
M, g/mol: 36.0

7.
Formula: H4O2
Source: the OMol25 dataset
Level of theory: ωB97M-V/def2-TZVPD

Last column: Löwdin charge in e.
Atoms and positions in Å:
1 H 1.377 0.919 0.068  0.0413
2 H -2.197 -0.656 -0.179  0.0355
3 H -0.731 0.015 -0.239  -0.0075
4 H 1.903 -0.411 0.554  0.0967
5 O -1.673 0.144 -0.026  -0.0839
6 O 1.321 -0.010 -0.178  -0.0820

## Properties
Total energy, eV: -4159.791
Frontier orbital gap, Eh: 0.4294
HOMO energy, Ha: -0.4035
Multiplicity: 1
M, g/mol: 36.0

8.
Formula: H4O2
Source: the OMol25 dataset
Level of theory: ωB97M-V/def2-TZVPD

Last column: Löwdin charge in e.
Atoms and positions in Å:
1 O -0.876 0.814 1.303  -0.0632
2 H -0.056 1.310 1.289  0.0305
3 H 0.110 -0.027 -1.250  0.0109
4 H -0.682 -0.116 1.527  0.0472
5 H 0.892 -1.319 -1.096  0.0473
6 O 0.613 -0.661 -1.773  -0.0728

## Properties
Total energy, eV: -4159.743
Frontier orbital gap, Eh: 0.4446
HOMO energy, Ha: -0.4257
Multiplicity: 1
M, g/mol: 36.0

Q: Which value of frontier orbital gap does entry 5 give?
A: 0.4473 Eh

Q: Which formula does entry 6 have?
A: H4O2